{
  "formula": "C7H14NO3",
  "method": "wB97M-V/def2-TZVPD",
  "species": ["O", "O", "O", "N", "C", "C", "C", "C", "C", "C", "C", "H", "H", "H", "H", "H", "H", "H", "H", "H", "H", "H", "H", "H", "H"],
  "coordinates": [[0.9121, 3.8818, 0.2064], [-1.1527, 3.5540, 0.9194], [-1.3068, -0.2330, -1.2439], [-0.2025, -1.6601, 0.0917], [-0.4685, 2.4939, -1.2154], [-0.9275, -0.4910, -0.1327], [-0.2456, 3.3856, -0.0011], [-0.5624, -2.7073, -1.0669], [-1.1585, 0.5568, 0.9430], [0.9451, -1.8694, 0.9561], [2.0591, -0.8415, 0.6421], [1.7251, -0.1271, -0.0177], [-1.5526, 2.3499, -1.3416], [0.2692, -3.4792, -1.0321], [-0.6275, -2.3210, -2.1617], [-1.0831, 1.6316, 0.6194], [-0.0473, 2.9437, -2.0750], [3.0928, -1.1971, -0.0573], [-0.1545, 0.5748, 1.6233], [0.0627, 1.6560, -0.8865], [-1.5925, -3.3763, -0.8294], [1.3431, -2.8660, 0.9958], [2.2595, -0.3689, 1.5542], [0.3620, -1.9226, 1.9039], [-1.9486, 0.4324, 1.6060]],
  "largest_force_ev_per_a": 5.4,
  "homo_lumo_gap_ev": 6.573,
  "relative_energy_ev": 3.784,
  "lumo_energy_ev": 3.04,
  "total_charge": -1,
  "total_energy_ev": -15116.6107,
  "mol_weight_g_mol": 160.193
}